Molecular formula: C37H67FNNbO21P
Method: DFT, the ωB97M-V functional and the def2-TZVPD basis

## Properties
Total energy = -97497.30651 eV
HOMO level = -3.59 eV
Lowest unoccupied orbital energy = 1.355 eV

The geometry in ORCA input format:
```
! RIJCOSX wB97M-V def2-TZVPD def2/J DEFGRID3
* xyz -1 1
C 5.996 -1.747 0.150
C 5.060 -0.616 0.579
C 4.996 0.526 -0.442
C 3.646 1.234 -0.557
C 2.432 0.335 -0.767
C 2.542 -0.575 -2.001
C 2.636 -2.085 -1.704
C 1.284 -2.795 -1.790
C 0.450 -2.567 -0.528
C -0.841 -3.372 -0.471
C -1.945 -2.808 -1.414
Nb -3.455 -1.491 -0.338
N -5.029 -2.565 -1.252
C -1.834 -0.416 0.867
C -2.407 0.349 2.032
F -1.501 0.388 3.132
P -3.538 0.376 -2.119
C -2.830 1.985 -1.480
C -2.422 -0.034 -3.558
C -0.929 0.222 -3.319
H 5.938 -1.921 -0.923
H 5.759 -2.684 0.649
H 7.028 -1.490 0.384
H 5.462 -0.219 1.511
H 4.076 -1.012 0.805
H 5.722 1.272 -0.120
H 5.339 0.182 -1.417
H 3.698 1.913 -1.411
H 3.495 1.863 0.321
H 1.562 0.981 -0.877
H 2.240 -0.263 0.121
H 3.381 -0.281 -2.629
H 1.642 -0.434 -2.597
H 3.067 -2.260 -0.720
H 3.297 -2.532 -2.449
H 0.726 -2.402 -2.637
H 1.442 -3.868 -1.903
H 0.222 -1.501 -0.463
H 1.065 -2.800 0.345
H -1.201 -3.438 0.551
H -0.587 -4.381 -0.814
H -2.483 -3.667 -1.823
H -1.430 -2.336 -2.252
H -4.792 -0.536 0.526
H -3.564 -2.672 1.072
H -4.720 -3.364 -1.791
H -5.763 -2.847 -0.613
H -1.153 -1.144 1.310
H -1.252 0.238 0.214
H -2.607 1.389 1.780
H -3.319 -0.098 2.413
H -3.580 2.763 -1.620
H -2.618 1.929 -0.418
H -1.948 2.293 -2.035
H -2.762 0.510 -4.430
H -2.581 -1.093 -3.745
H -0.672 0.223 -2.262
H -0.340 -0.571 -3.785
H -0.610 1.152 -3.786
C 7.667 4.830 0.176
C 9.123 4.800 0.608
O 9.187 3.581 1.358
C 8.182 2.770 0.945
O 8.064 1.633 1.265
O 7.339 3.437 0.133
H 7.509 5.279 -0.800
H 7.023 5.317 0.909
H 9.808 4.725 -0.238
H 9.411 5.639 1.235
C -9.427 -0.653 -0.516
C -7.972 -0.752 -0.103
O -7.958 -1.988 0.638
C -8.987 -2.740 0.229
O -9.168 -3.879 0.549
O -9.819 -2.040 -0.569
H -9.574 -0.178 -1.479
H -10.040 -0.150 0.234
H -7.292 -0.846 -0.951
H -7.636 0.068 0.524
C -1.084 2.892 -7.207
C -1.449 2.574 -8.646
O -1.957 1.243 -8.543
C -2.385 1.042 -7.266
O -2.999 0.103 -6.894
O -1.999 2.077 -6.478
H -1.223 3.936 -6.940
H -0.066 2.587 -6.958
H -2.240 3.224 -9.026
H -0.603 2.598 -9.327
C -12.007 -1.584 -4.490
C -12.962 -0.469 -4.879
O -12.606 0.569 -3.960
C -11.333 0.354 -3.547
O -10.687 1.111 -2.901
O -10.898 -0.855 -3.964
H -11.686 -2.198 -5.326
H -12.408 -2.225 -3.703
H -12.790 -0.110 -5.895
H -14.010 -0.728 -4.759
C 9.812 0.439 4.878
C 8.879 1.568 4.489
O 9.222 2.584 5.451
C 10.472 2.357 5.883
O 11.114 3.102 6.554
O 10.919 1.153 5.455
H 10.147 -0.156 4.034
H 9.386 -0.217 5.639
H 9.079 1.946 3.489
H 7.828 1.312 4.573
C -10.606 -2.754 3.396
C -12.057 -2.670 3.830
O -12.223 -1.267 4.073
C -11.290 -0.594 3.350
O -11.276 0.582 3.196
O -10.397 -1.458 2.826
H -10.405 -3.520 2.652
H -9.923 -2.878 4.237
H -12.745 -2.970 3.038
H -12.276 -3.232 4.733
C 13.043 0.584 7.867
C 13.991 1.644 7.346
O 14.774 1.943 8.511
C 14.730 0.881 9.346
O 15.406 0.751 10.313
O 13.807 -0.014 8.924
H 12.777 -0.163 7.125
H 12.135 1.017 8.288
H 14.656 1.261 6.569
H 13.483 2.533 6.989
*
```



Molecular formula: C37H67FO30
Method: DFT, the ωB97M-V functional and the def2-TZVPD basis

## Properties
SMILES string = O=C1OC[C@@H](F)O1.CCOC(=O)OC.CCOC(=O)OC.CCOC(=O)OC.CCOC(=O)OC.CCOC(=O)OC.CCOC(=O)OC.CCOC(=O)OC.O=C1OCCO1.O=C1OCCO1
Total energy = -103593.69770 eV
HOMO level = -10.65 eV
Lowest unoccupied orbital energy = 0.047 eV

The geometry in ORCA input format:
```
! RIJCOSX wB97M-V def2-TZVPD def2/J DEFGRID3
* xyz 0 1
O -9.877 -20.791 -19.860
C -8.915 -20.716 -19.112
O -7.615 -20.431 -19.443
C -6.775 -20.305 -18.295
C -7.740 -20.149 -17.201
F -8.069 -18.909 -16.942
O -8.907 -20.800 -17.772
H -6.306 -21.266 -18.081
H -6.036 -19.505 -18.326
H -7.426 -20.665 -16.293
C -11.439 -14.058 -23.305
C -11.125 -12.628 -23.764
O -11.996 -11.647 -23.375
C -12.929 -11.237 -24.222
O -13.213 -11.695 -25.330
O -13.610 -10.238 -23.647
C -14.678 -9.509 -24.169
H -12.495 -14.298 -23.421
H -11.290 -14.012 -22.226
H -10.738 -14.849 -23.575
H -11.014 -12.666 -24.847
H -10.132 -12.343 -23.417
H -14.591 -8.448 -23.937
H -15.654 -9.834 -23.806
H -14.844 -9.554 -25.245
C -8.245 -24.896 -11.109
C -8.354 -25.433 -12.544
O -7.107 -25.155 -13.217
C -6.125 -25.979 -13.140
O -6.075 -27.031 -12.504
O -5.184 -25.393 -13.849
C -3.818 -25.786 -13.734
H -7.674 -23.968 -11.102
H -7.587 -25.507 -10.492
H -9.210 -24.824 -10.606
H -9.121 -24.855 -13.060
H -8.647 -26.482 -12.519
H -3.522 -25.573 -12.707
H -3.134 -25.236 -14.380
H -3.710 -26.848 -13.952
C -8.383 -27.085 -23.083
C -7.787 -27.232 -21.663
O -6.863 -26.165 -21.444
C -5.570 -26.463 -21.162
O -5.037 -27.576 -21.019
O -4.796 -25.276 -21.271
C -3.420 -25.423 -21.558
H -8.878 -26.115 -23.134
H -9.139 -27.834 -23.319
H -7.654 -27.175 -23.889
H -7.307 -28.201 -21.526
H -8.505 -27.144 -20.848
H -3.065 -26.181 -22.255
H -3.014 -25.670 -20.577
H -3.110 -24.449 -21.937
C -5.239 -22.033 -27.832
C -5.902 -23.367 -28.451
O -5.603 -23.593 -29.797
C -6.298 -24.451 -30.561
O -7.269 -25.140 -30.224
O -5.683 -24.507 -31.710
C -6.000 -25.462 -32.693
H -4.150 -22.060 -27.794
H -5.498 -21.795 -26.800
H -5.465 -21.074 -28.298
H -6.979 -23.267 -28.309
H -5.599 -24.275 -27.929
H -7.084 -25.560 -32.760
H -5.600 -26.409 -32.332
H -5.508 -25.164 -33.619
C -18.571 -27.232 -24.369
C -17.253 -26.449 -24.714
O -17.406 -26.101 -26.105
C -16.641 -25.179 -26.744
O -17.004 -24.670 -27.803
O -15.725 -24.661 -25.883
C -14.675 -23.899 -26.420
H -18.504 -27.749 -23.412
H -18.759 -27.994 -25.125
H -19.407 -26.533 -24.322
H -16.333 -27.011 -24.553
H -17.213 -25.553 -24.095
H -13.851 -24.497 -26.809
H -14.324 -23.150 -25.711
H -14.988 -23.243 -27.232
C 0.066 -19.306 -15.819
C -0.751 -18.446 -14.834
O -1.739 -19.128 -14.096
C -1.391 -20.043 -13.194
O -0.349 -20.641 -13.204
O -2.352 -20.135 -12.251
C -2.151 -20.806 -11.017
H -0.458 -20.036 -16.436
H 0.957 -19.696 -15.328
H 0.524 -18.730 -16.623
H -1.230 -17.573 -15.278
H -0.042 -17.992 -14.142
H -1.167 -20.690 -10.562
H -2.282 -21.887 -11.059
H -2.844 -20.437 -10.261
C -7.677 -14.703 -8.416
C -6.337 -14.141 -8.068
O -6.415 -13.401 -6.842
C -5.315 -12.694 -6.398
O -4.243 -12.640 -7.004
O -5.645 -12.039 -5.174
C -4.677 -11.554 -4.270
H -8.327 -13.966 -8.887
H -8.183 -15.211 -7.596
H -7.543 -15.496 -9.152
H -5.910 -13.509 -8.847
H -5.549 -14.875 -7.903
H -4.218 -12.282 -3.601
H -5.158 -10.850 -3.591
H -3.864 -11.121 -4.852
O -16.909 -26.600 -17.566
C -16.944 -25.412 -17.329
O -15.929 -24.616 -17.436
C -16.308 -23.270 -17.200
C -17.859 -23.340 -16.814
O -18.059 -24.737 -16.824
H -15.833 -22.902 -16.291
H -16.060 -22.680 -18.082
H -18.374 -22.729 -17.556
H -18.076 -23.055 -15.785
O -3.381 -14.817 -21.836
C -2.709 -14.870 -22.849
O -1.563 -15.473 -22.963
C -0.874 -15.028 -24.093
C -2.008 -14.482 -24.961
O -2.919 -14.115 -23.881
H -0.242 -14.200 -23.772
H -0.287 -15.846 -24.510
H -2.486 -15.199 -25.628
H -1.758 -13.562 -25.491
*
```



Molecular formula: C37H67FO30
Method: DFT, the ωB97M-V functional and the def2-TZVPD basis

## Properties
SMILES string = O=C1OC[C@@H](F)O1.CCOC(=O)OC.CCOC(=O)OC.CCOC(=O)OC.CCOC(=O)OC.CCOC(=O)OC.CCOC(=O)OC.CCOC(=O)OC.O=C1OCCO1.O=C1OCCO1
Total energy = -103592.85194 eV
HOMO level = -10.59 eV
Lowest unoccupied orbital energy = -0.258 eV

The geometry in ORCA input format:
```
! RIJCOSX wB97M-V def2-TZVPD def2/J DEFGRID3
* xyz 0 1
O -1.096 0.501 2.740
C -0.808 0.399 1.552
O -0.908 -0.700 0.745
C -0.013 -0.457 -0.392
C 0.090 1.067 -0.403
F -0.739 1.664 -1.321
O -0.249 1.353 0.928
H 0.922 -0.993 -0.227
H -0.415 -0.882 -1.312
H 1.111 1.365 -0.642
C -6.210 -3.927 5.832
C -4.960 -3.392 6.552
O -5.044 -1.960 6.700
C -5.670 -1.463 7.752
O -6.200 -1.970 8.693
O -5.681 -0.132 7.504
C -6.332 0.707 8.532
H -6.119 -5.009 5.732
H -6.220 -3.508 4.826
H -7.093 -3.586 6.372
H -4.112 -3.616 5.905
H -4.697 -3.826 7.517
H -5.633 1.530 8.677
H -6.460 0.297 9.534
H -7.194 1.179 8.060
C 0.562 -8.758 7.592
C 0.803 -7.346 7.233
O 0.609 -7.136 5.930
C 1.514 -7.310 5.003
O 2.677 -7.614 5.295
O 1.062 -7.181 3.798
C 1.857 -7.344 2.614
H 0.520 -8.878 8.675
H 1.433 -9.313 7.243
H -0.399 -9.151 7.262
H 1.829 -7.063 7.465
H 0.200 -6.687 7.857
H 2.009 -8.408 2.432
H 2.757 -6.735 2.704
H 1.269 -7.035 1.749
C 2.619 -5.592 -5.179
C 3.868 -6.371 -5.568
O 4.411 -7.273 -4.598
C 3.802 -8.490 -4.374
O 2.717 -8.861 -4.811
O 4.643 -9.153 -3.629
C 4.390 -10.366 -3.087
H 1.847 -6.185 -4.689
H 2.251 -5.120 -6.089
H 2.812 -4.735 -4.533
H 4.657 -5.631 -5.705
H 3.676 -6.921 -6.488
H 4.731 -10.927 -3.956
H 3.378 -10.759 -2.985
H 5.012 -10.730 -2.269
C -3.330 8.307 -2.689
C -2.656 8.971 -3.880
O -2.119 10.172 -3.352
C -1.347 10.952 -4.190
O -0.967 10.636 -5.342
O -1.094 12.122 -3.567
C -1.385 12.395 -2.142
H -2.595 8.031 -1.933
H -3.839 7.434 -3.096
H -4.097 8.971 -2.289
H -3.362 9.148 -4.692
H -1.790 8.394 -4.206
H -1.214 13.471 -2.096
H -0.889 11.895 -1.310
H -2.456 12.239 -2.010
C 6.383 -3.149 0.784
C 6.512 -2.266 2.049
O 5.280 -2.245 2.686
C 5.168 -1.782 3.893
O 6.103 -1.382 4.610
O 3.867 -1.863 4.236
C 3.316 -1.387 5.461
H 7.255 -2.893 0.183
H 5.397 -2.909 0.385
H 6.410 -4.226 0.949
H 6.838 -1.274 1.735
H 7.308 -2.541 2.742
H 4.078 -1.455 6.238
H 2.591 -2.118 5.818
H 3.069 -0.341 5.643
C -10.952 -2.375 -9.081
C -10.020 -1.165 -9.167
O -9.181 -1.123 -8.015
C -8.466 0.003 -7.671
O -8.570 1.089 -8.226
O -7.668 -0.289 -6.648
C -6.654 0.608 -6.272
H -11.748 -2.324 -9.824
H -11.485 -2.598 -8.157
H -10.364 -3.165 -9.549
H -10.547 -0.229 -9.353
H -9.441 -1.101 -10.088
H -7.053 1.596 -6.042
H -5.809 0.649 -6.960
H -6.173 0.180 -5.392
C 9.122 1.127 -5.861
C 8.301 1.341 -4.679
O 6.946 1.504 -5.112
C 5.901 1.464 -4.258
O 5.959 1.469 -3.032
O 4.734 1.688 -4.945
C 4.496 1.426 -6.369
H 8.925 0.125 -6.244
H 10.164 1.318 -5.605
H 8.913 1.947 -6.547
H 8.610 2.262 -4.187
H 8.420 0.630 -3.860
H 5.116 0.587 -6.685
H 4.759 2.287 -6.983
H 3.449 1.169 -6.529
O 3.468 8.026 2.825
C 3.924 6.899 3.150
O 5.285 6.644 3.166
C 5.355 5.217 3.033
C 4.147 4.817 3.820
O 3.247 5.810 3.323
H 5.224 4.959 1.982
H 6.264 4.897 3.543
H 4.309 4.958 4.888
H 3.769 3.807 3.662
O -6.706 8.655 3.640
C -5.705 7.990 3.918
O -4.511 7.827 3.158
C -3.570 7.093 3.906
C -4.462 6.410 4.985
O -5.648 7.149 4.985
H -3.107 6.442 3.165
H -2.826 7.760 4.342
H -3.796 6.284 5.839
H -4.565 5.381 4.643
*
```



Question: Which formula does entry 3 have?
Answer: C37H67FO30